No. 1
{
  "formula": "C8H16BrO4S2",
  "method": "ωB97M-V/def2-TZVPD",
  "species": ["Br", "C", "C", "C", "S", "O", "O", "C", "H", "H", "H", "H", "H", "H", "H", "H", "C", "C", "C", "S", "O", "O", "C", "H", "H", "H", "H", "H", "H", "H", "H"],
  "xyz": [[1.090823, 2.374000, -1.070576], [2.490876, -1.195514, -1.738539], [1.756870, -1.697151, -0.493922], [0.249966, -1.705565, -0.780866], [0.067155, -1.729911, -2.576067], [-0.398152, -0.450028, -3.008031], [-0.620371, -2.944559, -2.955126], [1.825507, -1.842167, -2.935046], [3.560148, -1.402717, -1.689150], [2.369899, -0.110135, -1.800502], [2.008217, -1.139244, 0.405224], [2.064984, -2.739103, -0.336454], [-0.270726, -0.801789, -0.465458], [-0.213403, -2.621440, -0.424648], [2.006265, -1.328985, -3.877227], [2.059216, -2.903630, -3.047612], [-0.798154, 2.515169, 2.336945], [-0.171563, 1.135928, 2.215983], [-1.337746, 0.171017, 2.132699], [-2.536452, 0.979659, 1.072757], [-3.833752, 0.952961, 1.712665], [-2.394831, 0.469746, -0.261090], [-1.807963, 2.613697, 1.207551], [-0.050185, 3.302115, 2.214208], [-1.254366, 2.696323, 3.316037], [0.437127, 0.902195, 3.093402], [0.464212, 1.076764, 1.329015], [-1.824449, 0.087682, 3.107023], [-1.131141, -0.823815, 1.746938], [-2.577998, 3.377199, 1.276474], [-1.230018, 2.781303, 0.293400]],
  "forces_ev_per_a": [[0.145, -0.023, 0.202], [0.011, 0.680, 0.162], [0.012, -0.685, -0.154], [0.186, 0.086, -0.146], [0.272, -0.067, 0.662], [-0.264, 0.102, -0.456], [0.054, -0.048, -0.264], [-0.040, -0.304, -0.287], [-0.008, -0.109, -0.038], [-0.030, 0.037, -0.026], [-0.027, 0.175, -0.064], [0.001, 0.076, 0.158], [-0.001, -0.034, 0.043], [-0.248, 0.149, 0.133], [-0.053, 0.040, 0.004], [0.021, 0.020, 0.077], [0.152, 0.817, 0.153], [0.329, -0.345, 0.401], [-0.301, -0.117, 0.399], [0.145, 0.204, 0.125], [-0.109, 0.022, 0.045], [-0.171, -0.146, -0.256], [0.220, 0.103, -0.533], [0.039, -0.116, -0.119], [-0.095, -0.322, 0.005], [0.053, 0.011, -0.066], [-0.095, 0.180, -0.073], [-0.027, -0.081, -0.036], [0.053, 0.033, -0.126], [-0.134, -0.132, 0.262], [-0.091, -0.207, -0.187]],
  "lowdin_charge": [-0.42, -0.25, -0.22, -0.22, 0.64, -0.32, -0.35, -0.24, 0.11, 0.04, 0.11, 0.11, 0.06, 0.10, 0.10, 0.10, -0.24, -0.25, -0.24, 0.65, -0.35, -0.32, -0.25, 0.11, 0.11, 0.11, 0.03, 0.10, 0.09, 0.10, 0.01],
  "de_lowest_kj_mol": 0.00,
  "orbital_gap_ev": 7.211,
  "homo_energy_ev": -4.28,
  "charge": -1,
  "e_tot_ev": -108460.6574
}

No. 2
{
  "formula": "C4H9NO",
  "method": "ωB97M-V/def2-TZVPD",
  "species": ["C", "C", "N", "C", "C", "O", "H", "H", "H", "H", "H", "H", "H", "H", "H"],
  "xyz": [[-0.013325, 0.085783, -1.640724], [-0.248043, 0.957640, -0.422217], [-1.497377, 0.585933, 0.209836], [-0.220012, 0.374304, 0.938732], [0.831243, -0.733355, 0.943653], [0.457742, -2.057058, 0.690986], [1.014653, 0.084118, -2.016915], [-0.317053, -0.953804, -1.461327], [-0.670030, 0.486416, -2.418387], [0.149503, 1.962675, -0.445892], [-1.894687, 1.441322, 0.599349], [-0.153788, 1.022136, 1.816124], [1.374012, -0.577299, 1.886092], [1.550475, -0.483181, 0.150219], [-0.363313, -2.195629, 1.170471]],
  "forces_ev_per_a": [[0.103, 0.134, -0.027], [0.079, 0.447, -0.355], [-0.130, -0.069, 0.111], [0.729, 0.341, -0.239], [0.223, 0.068, 0.189], [-0.391, -0.293, 0.337], [-0.077, 0.123, 0.113], [0.104, 0.337, 0.114], [0.160, -0.100, -0.081], [-0.670, 0.454, -0.433], [-0.197, -0.468, 0.256], [0.344, 0.037, -0.428], [-0.040, -0.506, 0.123], [-0.134, -0.210, 0.320], [-0.102, -0.294, 0.001]],
  "lowdin_charge": [-0.06, -0.38, 0.07, -0.25, -0.26, -0.04, 0.08, 0.08, 0.08, 0.14, 0.10, 0.13, 0.11, 0.11, 0.09],
  "de_lowest_kj_mol": 296.25,
  "orbital_gap_ev": 10.059,
  "smiles": "C[C@H]1N[C@H]1CO",
  "homo_energy_ev": -9.13,
  "e_tot_ev": -7829.2495
}

No. 3
{
  "formula": "C6H6OS",
  "method": "ωB97M-V/def2-TZVPD",
  "species": ["C", "C", "C", "O", "C", "C", "C", "S", "H", "H", "H", "H", "H", "H"],
  "xyz": [[3.264009, -0.334654, -0.735075], [2.240080, -0.693674, -0.215475], [0.979957, -1.123514, 0.410892], [0.316964, -0.057355, 1.079524], [-0.224620, 0.898750, 0.262116], [0.388216, 2.078716, 0.101659], [-1.524448, 0.631583, -0.381228], [-2.395441, -0.716410, -0.252653], [4.135497, -0.016066, -1.164285], [0.342491, -1.595247, -0.334665], [1.172199, -1.848383, 1.171529], [-0.084839, 2.887485, -0.513462], [1.356467, 2.279279, 0.567356], [-1.869643, 1.471079, -0.977554]],
  "forces_ev_per_a": [[-2.088, -0.702, 1.064], [0.373, 0.135, -0.196], [0.191, 0.336, -0.478], [-0.144, 0.148, -0.045], [-0.022, 0.269, -0.163], [-0.343, 0.651, -0.485], [0.390, 0.009, 0.235], [0.024, 0.051, -0.015], [1.571, 0.538, -0.792], [-0.153, 0.063, -0.086], [0.195, -0.497, 0.500], [0.517, -0.943, 0.682], [-0.406, -0.092, -0.147], [-0.106, 0.035, -0.075]],
  "lowdin_charge": [0.14, -0.08, -0.21, -0.10, -0.46, 0.12, -0.61, 0.74, 0.00, 0.10, 0.12, 0.09, 0.08, 0.05],
  "de_lowest_kj_mol": 276.55,
  "orbital_gap_ev": 8.113,
  "smiles": "C#CCOC(=C)C=S",
  "homo_energy_ev": -8.90,
  "e_tot_ev": -19198.2022
}

No. 4
{
  "formula": "C10H17BCl3O3S",
  "method": "ωB97M-V/def2-TZVPD",
  "species": ["C", "C", "B", "O", "C", "Cl", "C", "Cl", "C", "C", "Cl", "H", "H", "H", "H", "H", "H", "H", "H", "H", "C", "C", "C", "S", "O", "O", "C", "H", "H", "H", "H", "H", "H", "H", "H"],
  "xyz": [[1.664663, 0.670953, 2.107436], [1.521059, -0.878301, 2.633990], [1.192545, -1.981173, 1.456556], [2.292290, -2.898393, 1.030505], [-0.337965, -2.112379, 0.781960], [-0.399000, -3.542318, -0.403242], [-1.298284, -2.393322, 2.120715], [-1.237723, -4.107577, 2.840830], [-2.106983, -1.272822, 2.679603], [-2.177298, 0.253928, 2.053137], [-3.135107, -1.589889, 4.216076], [2.748075, 0.932508, 1.697323], [0.890332, 0.985598, 1.284971], [1.467248, 1.360308, 3.061548], [0.710803, -0.967974, 3.504354], [2.577431, -1.162472, 3.109732], [2.704597, -3.231742, 1.898723], [-1.221609, 0.459327, 1.408879], [-3.100306, 0.342500, 1.309562], [-2.228170, 1.088412, 2.876797], [0.332543, 1.937075, -3.864577], [1.165090, 0.937302, -3.063378], [0.593831, 0.895693, -1.647045], [-1.135745, 1.318600, -1.793244], [-1.359473, 2.581589, -1.121723], [-1.938716, 0.143005, -1.521826], [-1.119714, 1.609056, -3.551365], [0.537627, 1.869166, -4.936937], [0.565903, 2.957700, -3.538526], [1.084630, -0.055319, -3.522907], [2.225177, 1.209366, -3.053687], [0.688361, -0.099039, -1.204223], [1.070803, 1.637972, -1.001142], [-1.806886, 2.418756, -3.802688], [-1.430032, 0.683908, -4.046188]],
  "forces_ev_per_a": [[-0.062, 0.701, 0.858], [0.709, 0.107, 0.776], [-1.253, -1.201, -0.956], [-0.909, 0.746, 2.557], [1.385, -0.790, 4.009], [-0.168, 0.653, 0.636], [-0.886, 4.156, -1.028], [-0.475, 1.833, -0.398], [2.167, -2.529, -1.578], [0.017, -0.618, -0.421], [1.197, 0.512, -1.680], [-2.240, -0.738, 0.855], [1.413, -0.821, 1.641], [0.510, -1.221, -2.191], [1.679, 0.431, -1.935], [-2.145, 0.626, -0.784], [-0.699, 0.992, -2.041], [-1.899, -0.707, 1.323], [1.869, -0.195, 1.742], [-0.053, -1.884, -1.406], [0.157, 0.183, -0.152], [0.207, -0.146, -0.187], [0.674, -0.191, 0.094], [-0.451, -1.007, 0.420], [-0.133, -0.197, -0.066], [0.149, 1.063, -0.088], [-0.006, 0.208, -0.620], [-0.035, 0.041, 0.113], [-0.073, -0.092, -0.056], [0.000, 0.135, 0.086], [-0.148, -0.070, 0.016], [-0.271, 0.133, 0.177], [-0.198, -0.071, -0.058], [-0.030, -0.134, 0.177], [0.001, 0.095, 0.161]],
  "lowdin_charge": [-0.15, -0.19, -0.53, -0.07, -0.56, 0.38, -0.64, 0.45, -0.61, -0.13, 0.40, 0.08, 0.05, 0.08, 0.11, 0.10, 0.10, 0.05, 0.09, 0.08, -0.24, -0.22, -0.23, 0.65, -0.34, -0.32, -0.24, 0.11, 0.12, 0.12, 0.11, 0.10, 0.10, 0.10, 0.11],
  "orbital_gap_ev": 5.668,
  "homo_energy_ev": -3.20,
  "charge": -1,
  "e_tot_ev": -65865.0486
}